C3H9NO3 | wB97M-V/def2-TZVPD

```
16
Properties=species:S:1:pos:R:3:forces:R:3:nbo_charge:R:1
C 0.0265 -1.7709 -0.1680 -0.63 -0.38 0.88 0.44
H -1.4775 0.7456 -0.3643 0.34 -0.29 0.46 0.37
O 1.7840 1.4471 -0.8469 -1.37 0.69 -0.09 -0.75
H 2.6963 1.3802 -1.0833 0.73 -0.51 0.17 0.48
C 1.2924 0.4633 0.0681 1.74 -0.71 -0.11 -0.08
H -2.4447 2.2253 2.2114 0.31 -0.16 0.45 0.47
H -3.0985 1.6081 1.0666 -0.28 -0.43 -0.25 0.46
O 0.7475 -2.3410 0.6097 0.12 0.12 -0.06 -0.53
H -0.8228 0.9959 -1.8221 0.50 -0.17 -0.06 0.38
H 1.0924 0.9765 1.0110 -1.07 -0.11 -0.20 0.19
H -0.8460 -2.2938 -0.6013 -0.08 0.08 -0.14 0.12
C 0.2364 -0.3858 -0.6851 2.14 0.71 0.12 -0.18
H 0.8680 -0.7233 -1.5604 -0.84 0.70 0.04 0.23
H 2.1165 -0.2029 0.3542 -0.13 -0.14 -0.16 0.18
O -2.5903 1.3470 1.8402 -0.06 0.60 -0.25 -0.93
N -0.9228 0.3135 -1.0876 -1.41 -0.01 -0.79 -0.85
```
Forces are in eV/Å.

SMILES = N[C@H](C=O)CO.O
HOMO energy = -9.2576 eV
ΔE to the lowest compared entry with this formula, charge and spin = 218.52 kJ/mol
total energy = -10888.3167 eV
frontier orbital gap = 9.84 eV
charge = 0

C3H9N3 | wB97M-V/def2-TZVPD

```
15
Properties=species:S:1:pos:R:3:forces:R:3:nbo_charge:R:1
H 3.0838 -0.4674 -0.6087 0.05 -0.12 -0.01 0.38
C -0.6018 1.1999 0.3012 3.45 1.47 -0.98 -0.23
H -0.6136 1.0304 1.3759 0.03 -0.25 -0.08 0.18
H -2.2420 -0.1722 -0.1425 0.18 0.01 -0.16 0.21
N 1.0372 0.8179 -0.2671 -3.12 1.23 1.65 -0.47
N 0.2024 -1.2062 0.4987 -0.73 -1.66 0.34 -0.91
C -1.8666 0.8144 -0.4228 0.07 -0.54 -0.21 -0.64
H 2.3175 -1.9337 -0.6246 -0.15 -0.03 0.26 0.37
C 1.2560 -0.3631 0.1088 -1.81 -1.57 -0.97 0.52
N 2.4251 -1.0639 -0.1209 1.27 0.62 -0.21 -0.82
H 0.1493 -2.1133 0.0506 0.36 0.17 0.36 0.38
H -2.6568 1.5275 -0.1587 0.22 0.04 -0.01 0.22
H -0.4156 2.2623 0.1598 -0.42 0.16 0.21 0.20
H -0.3338 -1.1874 1.3585 0.58 0.51 -0.31 0.40
H -1.7411 0.8548 -1.5082 0.01 -0.04 0.12 0.22
```
Forces are in eV/Å.

SMILES = CCN=C(N)N
HOMO energy = -8.8869 eV
ΔE to the lowest compared entry with this formula, charge and spin = 185.45 kJ/mol
total energy = -7725.6519 eV
frontier orbital gap = 9.78 eV
charge = 0

C18H28ClIInN3OP2 | wB97M-V/def2-TZVPD

```
55
Properties=species:S:1:pos:R:3:forces:R:3:nbo_charge:R:1
C -3.1438 -1.6172 0.4093 0.44 -0.05 0.07 -0.95
In -0.0215 -0.3927 -0.4466 0.00 -0.35 1.32 1.16
H -3.1568 2.2152 0.5934 -0.20 -0.23 0.10 0.27
H -2.7702 -0.5558 -2.5281 -0.23 0.12 0.21 0.27
Cl -0.0078 -2.6232 -1.2683 0.01 0.64 0.18 -0.51
H 0.5272 -2.6980 1.7441 0.08 0.11 0.47 0.25
C 0.3541 -1.9117 2.4765 0.00 0.67 -0.17 -0.11
H 3.0284 -1.8110 1.4062 0.12 0.05 -0.31 0.26
H -0.7911 1.0623 3.1481 0.46 -0.64 0.09 0.23
H 2.7444 -0.5708 -2.5499 0.24 0.12 0.18 0.27
H 4.5214 0.9933 0.8353 -0.51 -0.14 -0.19 0.28
H 3.0510 1.1468 -2.2456 0.17 -0.24 0.03 0.27
C 3.2258 -1.6673 0.3336 -0.53 -0.18 0.16 -0.95
C -3.4233 1.1893 0.8850 0.53 0.67 0.25 -0.95
H -4.2402 -1.6985 0.2979 0.50 0.16 -0.01 0.28
C 3.4263 1.1279 0.8766 -0.56 0.58 0.28 -0.95
H -4.5191 1.0658 0.8277 0.51 -0.14 -0.16 0.29
C -3.2738 0.1591 -1.8600 0.21 0.27 -0.15 -0.96
H 0.9004 0.1368 -7.6651 -0.28 0.03 0.24 0.27
H -1.3975 1.4269 5.1735 -0.02 -0.16 0.38 0.21
C 0.5131 -1.8723 3.8242 -0.44 0.68 0.18 -0.04
H 3.1729 2.1556 0.5814 0.17 -0.23 0.09 0.27
N -0.3052 1.5212 10.7693 0.17 -0.75 -2.53 -0.22
H -2.8691 -1.7284 1.4680 -0.13 0.02 -0.28 0.26
N -0.1407 -0.6842 2.0481 -0.32 0.08 0.11 -0.59
I -0.0040 0.0372 -4.3978 -0.01 -0.53 0.20 -0.08
C -0.3568 0.0541 3.1459 0.58 -0.54 -0.11 0.21
C -0.9414 1.3178 7.2896 0.09 0.06 -0.49 -0.13
H 0.0088 1.5511 -8.2704 0.00 -0.07 0.44 0.27
P -2.5605 0.0144 -0.1942 -1.11 -0.87 -0.52 0.98
H 1.4024 -0.7084 8.6872 -0.30 0.04 -0.41 0.25
C -0.8184 0.9202 5.9459 0.00 -0.17 0.53 -0.25
N 0.0547 -0.6222 4.2681 -0.02 -0.40 -2.02 -0.34
H -0.8937 0.1445 -7.6642 0.28 0.02 0.24 0.27
C -0.1376 0.7301 8.2794 -0.20 0.06 -0.47 -0.14
C 3.2562 0.1326 -1.8761 -0.33 0.26 -0.17 -0.95
H -2.6411 -2.4134 -0.1586 -0.27 0.18 0.13 0.28
H -1.6628 2.0949 7.5702 0.42 -0.31 -0.20 0.25
H 4.3411 -0.0638 -1.8745 -0.44 0.09 0.09 0.27
C 0.7493 -0.2862 7.9160 0.17 -0.29 -0.15 -0.12
H 2.7181 -2.4718 -0.2199 0.28 0.21 0.13 0.27
C 0.8038 -0.7588 6.5966 -0.31 0.62 0.07 -0.24
H 0.8676 -2.6157 4.5031 0.03 -0.20 0.21 0.25
H -4.3600 -0.0288 -1.8481 0.43 0.08 0.06 0.27
H 4.3144 -1.7048 0.1494 -0.50 0.15 0.02 0.28
H -3.1025 1.0413 1.9272 -0.14 -0.03 -0.33 0.26
C 0.0060 0.7551 -7.5131 0.00 -0.04 0.02 -0.74
H -3.0649 1.1667 -2.2481 -0.18 -0.25 0.05 0.27
C 0.0099 1.3894 -6.1361 0.03 3.73 -0.21 0.54
C -0.2300 1.1758 9.6538 -0.13 0.57 2.10 0.24
P 2.5581 -0.0459 -0.2040 1.21 -0.67 -0.49 0.97
H 3.0884 0.9840 1.9135 0.13 0.01 -0.28 0.26
C 0.0228 -0.1478 5.6029 -0.13 0.41 1.52 0.21
H 1.4712 -1.5684 6.3394 0.07 0.01 0.11 0.23
O 0.0198 2.5722 -5.8833 -0.03 -3.23 -0.62 -0.46
```
Forces are in eV/Å.

HOMO energy = -14.0400 eV
ΔE to the lowest compared entry with this formula, charge and spin = 0.00 kJ/mol
total energy = -70000.1136 eV
frontier orbital gap = 6.63 eV
charge = +2

C2H28N2O14 | wB97M-V/def2-TZVPD

```
46
Properties=species:S:1:pos:R:3:forces:R:3:nbo_charge:R:1
H 1.3622 4.7748 -1.6217 0.23 0.71 -0.41 0.48
H 0.1270 1.7301 3.1056 0.00 0.30 -1.48 0.47
H 1.8285 -0.6067 3.9620 0.26 1.55 1.13 0.47
H -0.9265 3.6603 -1.9579 1.74 0.66 1.41 0.46
O -1.0079 0.8944 -2.7553 2.29 3.13 3.56 -0.98
H 2.1817 0.2568 2.0695 -0.69 2.24 -0.45 0.52
N -0.6415 -0.3836 1.9966 -0.58 -0.21 -0.88 -0.87
H 1.4425 -1.7864 3.3223 1.09 -0.54 -0.44 0.47
H -1.2468 -1.7367 -1.1208 -0.31 0.88 -0.30 0.48
O -1.8019 -2.5138 -1.2497 0.73 0.53 0.18 -0.97
H 0.4669 -3.9300 -2.3726 -0.72 0.59 0.36 0.47
H -2.6427 -1.0120 -2.5384 0.15 -1.43 2.21 0.50
N -0.0742 1.5345 0.6700 1.19 0.22 0.54 -0.69
O 2.2714 -1.2790 3.4666 -1.27 -0.93 -0.62 -0.92
H -2.0254 -1.5217 -3.9486 -0.17 -0.71 0.93 0.49
H 0.9456 -5.0043 -1.6011 0.46 -1.10 0.86 0.48
O -2.5347 -0.8899 -3.4415 -0.77 1.26 -3.86 -0.97
H 1.9316 2.2093 0.2058 -0.83 0.87 -0.02 0.18
O 1.5708 4.2196 -0.8824 0.10 -0.75 0.83 -0.97
O 0.3084 1.7342 4.0215 0.12 -0.14 2.31 -0.95
O -1.7473 3.7377 -2.3915 -1.08 0.68 0.02 -0.92
H -1.4487 0.5277 -3.4575 -2.56 -1.33 -2.45 0.50
H 1.2661 -0.1091 -0.6965 0.34 0.57 0.66 0.51
H 0.0088 -0.3431 2.7482 0.53 0.74 0.00 0.39
H -3.2354 -2.5613 -0.3925 0.32 -0.47 0.18 0.48
C -1.0162 0.6654 1.1571 -0.01 -0.70 0.43 0.78
H 4.5826 -2.0240 1.9017 -0.13 0.13 0.40 0.47
H -4.4517 -1.7478 -0.2088 0.03 -0.98 0.78 0.45
H 1.1345 -1.4889 -2.6418 1.08 -0.42 -0.94 0.48
H 1.1810 2.1337 4.1239 -0.24 -0.06 -0.31 0.48
H -0.0759 -0.5215 -2.5390 -0.02 0.59 -0.07 0.50
H 2.3116 4.5870 -0.3756 -0.40 0.15 -0.52 0.49
H -1.1095 -3.0748 -0.8998 -0.03 -1.57 0.03 0.51
H -1.6349 1.3174 -2.1227 0.40 -0.93 -0.67 0.50
O 1.8456 0.2277 0.0345 -0.65 -0.34 -0.68 -0.79
H -1.3553 -1.0769 2.1560 -0.39 0.34 -0.12 0.41
H -0.5797 2.2254 0.1378 0.67 0.39 -0.13 0.42
O 4.6624 -2.2673 0.9827 0.71 -0.41 -0.13 -0.94
O -4.0478 -2.5822 0.1344 -0.85 1.42 -0.54 -0.97
O 1.9068 1.2465 1.9538 0.88 -1.68 1.56 -0.77
H -1.6494 2.9455 -2.8829 -0.48 -1.11 -1.54 0.46
C 1.3968 1.4180 0.7059 -0.01 -2.37 -1.55 0.51
O 0.4831 -1.1492 -2.0643 -0.50 -0.02 1.27 -0.99
O 0.3254 -4.2956 -1.4831 0.34 0.41 -1.17 -0.94
H 3.8589 -1.9751 0.5722 -0.66 0.35 -0.25 0.47
O -2.1656 0.8282 0.7869 -0.29 -0.48 -0.13 -0.66
```
Forces are in eV/Å.

SMILES = NC(=O)NC(O)O.O.O.O.O.O.O.O.O.O.O.O
HOMO energy = -10.2092 eV
ΔE to the lowest compared entry with this formula, charge and spin = 119.44 kJ/mol
total energy = -34173.3518 eV
frontier orbital gap = 9.92 eV
charge = 0

C3H8NO | wB97M-V/def2-TZVPD

```
13
Properties=species:S:1:pos:R:3:forces:R:3:nbo_charge:R:1
H -1.0089 1.5108 1.7457 -0.45 0.82 -0.22 0.23
H -0.0336 0.1185 -1.9976 -1.28 0.66 -0.44 0.17
H -1.4200 1.2023 -1.2895 -0.14 -1.19 -1.27 0.22
H 0.9207 -2.0266 0.6856 0.83 2.23 -0.44 0.47
N 1.1995 -0.9714 0.5718 -0.08 -1.95 -1.02 -0.77
H 1.6061 -0.6609 1.4585 0.80 -0.33 -0.30 0.45
O -0.9300 -0.5868 1.4599 -2.35 -2.03 0.66 -0.45
C -0.3432 0.6915 1.7443 1.11 -1.40 0.70 -0.16
H -1.7467 -0.5490 -2.2793 -0.02 1.01 0.65 0.22
C -1.1378 0.2878 -1.8826 2.13 -0.42 1.94 -0.39
H 0.2180 0.4539 2.6671 0.27 1.20 -0.56 0.20
H 1.8506 -0.8340 -0.2921 -1.41 -0.21 2.07 0.47
C -0.1042 -0.1812 0.5525 0.60 1.61 -1.77 0.35
```
Forces are in eV/Å.

HOMO energy (alpha / beta) = -13.1387 / -13.9333 eV
ΔE to the lowest compared entry with this formula, charge and spin = 568.05 kJ/mol
total energy = -6765.2822 eV
frontier orbital gap (alpha / beta) = 7.72 / 9.74 eV
charge = +1

C2H4BrI | wB97M-V/def2-TZVPD

```
8
Properties=species:S:1:pos:R:3:forces:R:3:nbo_charge:R:1
C -0.9079 -0.3285 -0.3362 4.76 -0.37 3.01 -0.58
I 1.9663 -1.1675 1.2561 -0.89 0.72 -0.38 0.16
H -1.4244 -0.9052 0.4393 0.29 -0.59 -0.84 0.22
Br 1.4512 1.1914 -1.2260 -0.50 -0.36 1.70 -0.03
C 0.5880 0.2905 0.4263 -2.58 -0.24 -1.77 -0.42
H -1.4159 0.5329 -0.4918 -1.66 2.76 -0.53 0.20
H -0.4856 -0.6436 -1.2703 -0.54 -1.25 -0.19 0.23
H 0.2283 1.0300 1.2025 1.12 -0.67 -0.99 0.22
```
Forces are in eV/Å.

HOMO energy = -9.6559 eV
ΔE to the lowest compared entry with this formula, charge and spin = 145.85 kJ/mol
total energy = -80280.5629 eV
frontier orbital gap = 9.48 eV
charge = 0